Run 1
Density functional theory data (ωB97M-V/def2-TZVPD) for a cluster of 7 separate species, H14O7 in total.

Each line ends with the natural charge from an NBO analysis.
CARTESIAN COORDINATES (ANGSTROEM)
O 0.996 -1.586 -1.968  -0.96
H 0.295 -2.162 -2.284  0.46
H 0.569 -0.847 -1.564  0.48
O -0.701 3.152 -0.019  -0.97
H -0.316 2.439 -0.516  0.49
H -1.579 2.879 0.242  0.46
O 3.404 0.756 -1.633  -0.93
H 3.107 1.634 -1.447  0.46
H 2.810 0.234 -1.161  0.47
O 0.154 0.645 -0.355  -1.00
H 0.910 0.562 0.291  0.49
H -0.437 -0.010 0.000  0.49
O -4.063 -0.470 0.802  -0.94
H -3.155 -0.616 0.968  0.47
H -4.419 -0.388 1.709  0.46
O -1.458 -1.630 0.770  -0.95
H -1.511 -2.439 0.289  0.49
H -1.475 -1.941 1.670  0.48
O 2.389 0.008 0.996  -0.91
H 2.207 -0.791 1.466  0.48
H 2.263 0.580 1.738  0.48

Properties
LUMO energy = -0.4 eV
E_HOMO = -0.3914 Eh
M = 126.10 g/mol

---

Run 2
Density functional theory data (ωB97M-V/def2-TZVPD) for a structure of composition H14O7.

Each line ends with the natural charge from an NBO analysis.
CARTESIAN COORDINATES (ANGSTROEM)
H -0.192 -0.272 3.004  0.47
H 0.506 -0.103 1.474  0.49
H -1.137 -1.390 0.542  0.49
H -0.928 -1.716 -1.060  0.51
H 2.437 0.534 0.602  0.50
H 2.267 -0.991 1.151  0.53
H 1.522 -1.628 -2.217  0.49
H 1.474 -0.492 -0.969  0.53
H -1.113 1.268 -1.450  0.52
H 0.122 0.637 -1.842  0.50
H -4.675 0.759 0.003  0.39
H -2.667 -0.094 -0.479  0.49
H 1.616 2.344 1.270  0.49
H 0.585 1.751 0.195  0.54
O 0.575 -0.908 2.154  -0.99
O -1.602 -1.781 -0.350  -1.00
O 2.553 -0.396 0.325  -0.97
O 0.658 -1.172 -1.673  -1.08
O -0.013 1.408 -1.329  -0.99
O -2.877 0.918 -0.548  -0.90
O 0.890 1.323 1.196  -1.03

Properties
LUMO energy = -2.3 eV
E_HOMO = -0.3985 Eh
M = 126.10 g/mol

---

Run 3
Density functional theory data (ωB97M-V/def2-TZVPD) for a cluster of 7 separate species, H14O7 in total.

Each line ends with the natural charge from an NBO analysis.
CARTESIAN COORDINATES (ANGSTROEM)
O -13.871 -19.801 9.095  -0.98
H -13.155 -20.179 8.574  0.47
H -13.453 -19.513 9.944  0.50
O -13.812 -21.583 12.439  -1.00
H -14.463 -21.629 11.756  0.51
H -13.412 -22.451 12.520  0.51
O -16.866 -20.022 11.138  -0.96
H -17.728 -19.571 10.949  0.50
H -16.644 -19.889 12.087  0.49
O -12.395 -20.325 14.186  -0.99
H -12.982 -20.679 13.475  0.48
H -11.608 -20.843 14.334  0.47
O -13.237 -18.907 11.626  -0.96
H -13.787 -18.445 12.225  0.49
H -13.040 -19.775 11.934  0.49
O -12.145 -23.556 11.744  -0.95
H -11.631 -22.720 11.553  0.49
H -11.606 -24.177 12.150  0.48
O -15.744 -21.825 9.448  -0.99
H -16.078 -21.204 10.085  0.48
H -15.056 -21.275 9.078  0.48

Properties
LUMO energy = 0.1 eV
E_HOMO = -0.3790 Eh
M = 126.10 g/mol

---

Short version: run 3 is the most stable of them.

---

Run 1
Density functional theory data (ωB97M-V/def2-TZVPD) for a cluster of 7 separate species, H14O7 in total.

Each line ends with the natural charge from an NBO analysis.
CARTESIAN COORDINATES (ANGSTROEM)
O -6.468 5.369 -8.460  -0.97
H -6.550 5.720 -7.560  0.48
H -7.288 5.618 -8.892  0.47
O -12.340 4.404 -8.650  -0.96
H -12.376 4.008 -9.529  0.49
H -12.990 3.919 -8.133  0.49
O -6.817 6.434 -5.822  -0.95
H -6.764 5.857 -5.053  0.48
H -7.543 7.035 -5.631  0.47
O -10.148 4.112 -4.952  -0.94
H -10.788 4.806 -4.763  0.47
H -10.672 3.309 -5.035  0.48
O -13.193 6.885 -10.076  -0.95
H -14.123 7.107 -9.980  0.46
H -13.044 6.144 -9.476  0.48
O -9.762 5.544 -7.864  -0.98
H -10.569 5.188 -8.260  0.49
H -9.815 5.319 -6.930  0.48
O -8.017 8.104 -8.888  -0.94
H -8.639 7.678 -9.485  0.47
H -8.153 7.649 -8.053  0.47

Properties
LUMO energy = -0.3 eV
E_HOMO = -0.3639 Eh
M = 126.10 g/mol

---

Run 2
Density functional theory data (ωB97M-V/def2-TZVPD) for a structure of composition H14O7.

Each line ends with the natural charge from an NBO analysis.
CARTESIAN COORDINATES (ANGSTROEM)
O -0.358 -1.873 -2.142  -0.86
H -0.321 -2.577 -1.494  0.48
H -1.146 -1.380 -1.915  0.46
O -0.218 0.020 0.306  -0.93
H -0.479 -0.354 -0.535  0.47
H 0.259 -0.684 0.745  0.50
O -0.566 1.834 1.863  -0.89
H -0.477 0.891 1.995  0.44
H -0.197 2.223 2.657  0.46
O -0.003 0.041 -2.909  -0.92
H -0.364 -0.583 -2.279  0.40
H -0.512 0.840 -2.775  0.45
O 1.911 1.474 0.681  -0.95
H 2.175 1.179 1.552  0.44
H 0.976 1.276 0.634  0.49
O 1.009 -1.887 1.282  -0.92
H 0.743 -2.340 2.082  0.49
H 1.226 -2.589 0.669  0.49
O -1.157 1.831 0.051  -0.95
H -1.468 1.715 -0.847  0.40
H -1.034 0.941 0.380  0.45

Properties
LUMO energy = -0.6 eV
E_HOMO = -0.3408 Eh
M = 126.10 g/mol

---

Run 3
Density functional theory data (ωB97M-V/def2-TZVPD) for a cluster of 7 separate species, H14O7 in total.

Each line ends with the natural charge from an NBO analysis.
CARTESIAN COORDINATES (ANGSTROEM)
O -10.533 -24.935 -10.992  -0.98
H -10.315 -25.331 -10.129  0.50
H -10.516 -25.670 -11.613  0.48
O -10.667 -25.914 -8.390  -1.00
H -11.558 -25.657 -8.687  0.52
H -10.773 -26.116 -7.450  0.50
O -11.665 -22.654 -10.021  -0.97
H -11.047 -23.304 -10.422  0.50
H -12.446 -22.694 -10.579  0.46
O -13.575 -26.672 -8.548  -0.97
H -14.467 -26.321 -8.639  0.47
H -13.471 -26.841 -7.590  0.49
O -8.106 -27.006 -8.212  -0.95
H -8.072 -27.959 -8.338  0.46
H -9.054 -26.781 -8.245  0.48
O -10.345 -27.276 -4.865  -0.95
H -10.236 -27.630 -3.976  0.47
H -11.292 -27.326 -5.041  0.47
O -13.159 -26.318 -5.826  -0.96
H -13.753 -26.806 -5.240  0.49
H -13.281 -25.390 -5.587  0.50

Properties
LUMO energy = -0.2 eV
E_HOMO = -0.3861 Eh
M = 126.10 g/mol

---

Run 4
Density functional theory data (ωB97M-V/def2-TZVPD) for a cluster of 7 separate species, H14O7 in total.

Each line ends with the natural charge from an NBO analysis.
CARTESIAN COORDINATES (ANGSTROEM)
H -0.220 -0.129 -0.470  0.46
H -0.150 -1.521 -1.076  0.45
H -0.575 2.282 -1.874  0.47
H -1.927 1.683 -2.225  0.46
H 0.267 0.939 3.176  0.46
H 0.460 1.820 1.952  0.47
H 3.718 1.199 -0.942  0.47
H 4.225 0.913 -2.346  0.47
H 1.004 -0.594 0.979  0.48
H -0.121 -1.516 1.419  0.45
H -2.034 -0.019 0.596  0.49
H -1.641 0.738 1.853  0.48
H -2.556 -3.318 -0.503  0.48
H -1.378 -2.450 -0.089  0.47
O 0.400 -0.837 -0.678  -0.92
O -1.051 1.848 -2.591  -0.93
O 0.952 1.328 2.620  -0.93
O 3.466 1.268 -1.870  -0.93
O 0.782 -1.526 1.082  -0.93
O -1.278 0.390 1.031  -0.97
O -2.340 -2.496 -0.048  -0.95

Properties
LUMO energy = -0.2 eV
E_HOMO = -0.2931 Eh
M = 126.10 g/mol

---

Short version: run 3 is the most stable of them.

---

Run 1
Density functional theory data (ωB97M-V/def2-TZVPD) for a cluster of 7 separate species, H14O7 in total.

Each line ends with the natural charge from an NBO analysis.
CARTESIAN COORDINATES (ANGSTROEM)
O 0.894 -1.046 2.227  -0.95
H 1.521 -1.460 1.629  0.45
H 0.304 -0.589 1.602  0.49
O -1.249 -1.860 -3.262  -0.97
H -1.589 -1.382 -2.502  0.48
H -0.732 -1.266 -3.783  0.46
O 1.921 -0.437 -1.238  -0.94
H 2.521 -0.475 -0.513  0.47
H 2.321 0.181 -1.863  0.47
O -0.510 0.819 0.393  -0.98
H -1.111 0.551 -0.271  0.49
H 0.281 1.102 -0.030  0.50
O 1.762 2.658 -0.043  -0.96
H 1.870 3.444 -0.551  0.48
H 1.587 2.878 0.890  0.49
O -2.057 -1.195 -0.762  -0.94
H -2.549 -2.009 -0.771  0.48
H -1.200 -1.640 -0.545  0.49
O -1.485 0.245 2.985  -0.94
H -1.651 0.713 3.852  0.46
H -0.849 0.767 2.556  0.47

Properties
LUMO energy = 0.2 eV
E_HOMO = -0.3940 Eh
M = 126.10 g/mol

---

Run 2
Density functional theory data (ωB97M-V/def2-TZVPD) for a structure of composition H14O7.

Each line ends with the natural charge from an NBO analysis.
CARTESIAN COORDINATES (ANGSTROEM)
O -14.475 7.246 -11.949  -0.96
H -15.048 7.345 -12.709  0.43
H -13.835 6.585 -12.216  0.44
O -11.656 5.499 -12.123  -0.99
H -12.061 5.281 -11.283  0.47
H -12.372 5.856 -12.648  0.42
O -11.069 7.164 -10.810  -0.98
H -10.216 7.402 -10.445  0.45
H -10.978 6.242 -11.051  0.46
O -13.144 6.051 -13.121  -0.74
H -13.508 5.380 -13.699  0.52
H -13.029 6.816 -13.683  0.54
O -12.494 4.377 -10.525  -0.86
H -13.117 3.992 -11.142  0.45
H -12.121 3.628 -10.061  0.52
O -11.871 3.250 -12.856  -0.93
H -12.750 3.470 -12.547  0.41
H -11.441 4.097 -12.979  0.48
O -10.070 5.103 -11.020  -1.03
H -10.699 5.121 -11.741  0.44
H -9.311 4.641 -11.375  0.46

Properties
LUMO energy = -0.7 eV
E_HOMO = -0.3360 Eh
M = 126.10 g/mol

---

Run 3
Density functional theory data (ωB97M-V/def2-TZVPD) for a cluster of 7 separate species, H14O7 in total.

Each line ends with the natural charge from an NBO analysis.
CARTESIAN COORDINATES (ANGSTROEM)
O -1.403 -0.495 1.823  -0.99
H -0.761 0.130 1.982  0.49
H -2.150 -0.417 1.213  0.49
O 0.365 0.582 -0.499  -0.98
H -0.045 -0.293 -0.629  0.49
H 0.444 0.418 0.409  0.48
O 1.580 2.342 -2.090  -0.98
H 1.540 2.120 -3.037  0.47
H 1.069 1.798 -1.539  0.49
O -1.610 3.168 -0.201  -0.95
H -1.131 2.732 -0.801  0.48
H -1.576 2.925 0.667  0.47
O 1.418 0.244 2.122  -0.97
H 1.696 0.962 2.581  0.48
H 1.621 -0.627 2.599  0.51
O 0.844 -3.436 0.220  -0.92
H 0.251 -3.035 -0.274  0.46
H 1.660 -2.889 -0.124  0.46
O -0.919 -1.919 -1.357  -0.98
H -1.075 -2.360 -2.224  0.50
H -1.810 -1.952 -0.846  0.49

Properties
LUMO energy = -0.1 eV
E_HOMO = -0.3888 Eh
M = 126.10 g/mol

---

Run 4
Density functional theory data (ωB97M-V/def2-TZVPD) for a cluster of 7 separate species, H14O7 in total.

Each line ends with the natural charge from an NBO analysis.
CARTESIAN COORDINATES (ANGSTROEM)
H 0.946 0.209 0.472  0.47
H -0.136 1.275 0.508  0.46
H 1.755 0.226 5.105  0.47
H 0.959 -0.775 4.284  0.46
H 4.319 -0.866 1.442  0.46
H 4.321 -2.214 2.145  0.47
H 1.063 -1.819 -2.664  0.47
H 0.982 -2.549 -3.995  0.47
H -1.933 0.892 -3.606  0.47
H -2.447 -0.514 -3.865  0.47
H -4.228 0.162 -0.309  0.47
H -2.899 -0.569 -0.224  0.47
H -1.824 3.725 0.933  0.47
H -1.044 2.685 0.147  0.45
O 0.646 1.002 0.015  -0.93
O 1.017 -0.391 5.166  -0.93
O 4.912 -1.524 1.823  -0.93
O 0.502 -2.418 -3.169  -0.94
O -1.714 0.076 -4.070  -0.94
O -3.277 0.306 -0.361  -0.93
O -1.919 3.082 0.222  -0.92

Properties
LUMO energy = -0.4 eV
E_HOMO = -0.4053 Eh
M = 126.10 g/mol

---

Short version: run 1 is the most stable of them.

---

Run 1
Density functional theory data (ωB97M-V/def2-TZVPD) for a cluster of 7 separate species, H14O7 in total.

Each line ends with the natural charge from an NBO analysis.
CARTESIAN COORDINATES (ANGSTROEM)
O 3.338 0.815 -0.550  -0.96
H 3.615 -0.077 -0.314  0.49
H 3.647 0.947 -1.452  0.49
O -1.607 0.401 -2.850  -0.95
H -0.994 0.294 -2.111  0.49
H -1.111 0.125 -3.626  0.46
O 2.753 2.549 1.670  -0.97
H 2.870 2.079 0.828  0.49
H 2.753 3.483 1.441  0.47
O -4.586 -0.220 0.189  -0.94
H -4.970 -0.342 1.061  0.46
H -3.634 -0.226 0.347  0.48
O 1.596 -3.223 -0.487  -0.95
H 1.128 -2.387 -0.615  0.48
H 0.919 -3.901 -0.571  0.47
O 0.004 0.104 -0.223  -0.99
H -0.660 -0.099 0.457  0.49
H 0.589 0.753 0.185  0.49
O -2.082 -0.333 1.870  -0.96
H -1.637 -1.109 2.234  0.49
H -1.930 0.368 2.515  0.49

Properties
LUMO energy = 0.1 eV
E_HOMO = -0.4006 Eh
M = 126.10 g/mol

---

Run 2
Density functional theory data (ωB97M-V/def2-TZVPD) for a cluster of 7 separate species, H14O7 in total.

Each line ends with the natural charge from an NBO analysis.
CARTESIAN COORDINATES (ANGSTROEM)
O -2.606 4.029 -2.559  -0.94
H -2.547 4.558 -1.763  0.47
H -3.309 3.405 -2.381  0.47
O 2.942 -4.060 0.192  -0.94
H 3.227 -4.965 0.319  0.47
H 2.520 -4.060 -0.667  0.47
O 3.367 -3.109 4.726  -0.94
H 4.244 -3.493 4.733  0.47
H 3.104 -3.128 3.806  0.47
O -0.407 0.663 0.718  -0.94
H 0.201 -0.076 0.739  0.47
H -1.085 0.398 0.097  0.47
O -0.654 3.521 4.137  -0.94
H -0.735 3.131 3.267  0.47
H 0.282 3.474 4.335  0.47
O -3.607 -1.139 -1.950  -0.94
H -4.045 -1.726 -1.334  0.47
H -3.562 -1.637 -2.766  0.47
O 1.269 1.457 -4.626  -0.94
H 0.771 1.793 -3.882  0.47
H 0.630 0.966 -5.142  0.46

Properties
LUMO energy = 0.2 eV
E_HOMO = -0.4149 Eh
M = 126.10 g/mol

---

Run 3
Density functional theory data (ωB97M-V/def2-TZVPD) for a cluster of 7 separate species, H14O7 in total.

Each line ends with the natural charge from an NBO analysis.
CARTESIAN COORDINATES (ANGSTROEM)
O -0.886 -2.730 -0.904  -0.96
H -1.634 -2.572 -1.492  0.48
H -1.235 -3.284 -0.196  0.48
O 0.711 -0.207 0.495  -0.98
H 0.306 0.667 0.380  0.49
H 0.226 -0.793 -0.101  0.49
O 1.989 -0.685 2.879  -0.97
H 1.738 -0.507 1.943  0.50
H 1.162 -0.919 3.306  0.45
O -0.328 2.377 0.570  -0.96
H -0.686 3.027 1.188  0.49
H -1.106 1.907 0.233  0.49
O -2.550 0.029 0.147  -0.95
H -3.143 0.412 -0.512  0.47
H -2.920 -0.838 0.337  0.48
O 1.786 -2.708 -2.257  -0.95
H 1.015 -2.473 -1.721  0.48
H 2.350 -3.217 -1.666  0.47
O 1.123 4.123 -1.261  -0.96
H 1.349 4.898 -0.738  0.46
H 0.733 3.495 -0.628  0.49

Properties
LUMO energy = -0.4 eV
E_HOMO = -0.3799 Eh
M = 126.10 g/mol

---

Short version: run 1 is the most stable of them.